1.
Here is an isolated molecule of C3H3N3O from OMol25. Energies are from the ωB97M-V functional and the def2-TZVPD basis.

Geometry as XYZ:
```
10
C3H3N3O (the ωB97M-V functional and the def2-TZVPD basis)
H 2.065 -0.313 0.971
C 0.975 -0.483 1.059
N -1.701 0.198 -0.980
N -1.238 0.376 0.250
H 1.442 0.231 -1.468
H -1.898 0.523 1.006
O 0.513 -1.479 1.560
C 0.124 0.431 0.266
C 0.440 0.294 -1.067
N -0.687 0.113 -1.791
```

For the energy above the lowest of the compared OMol25 structures with the same formula, charge and spin, the calculation gives 224.8 kJ/mol. The value obtained for the molar mass is 97.08 g mol⁻¹. As for the highest occupied orbital energy: -10.4 eV. The calculated total energy comes out at -9675.12428 eV. The calculation puts the orbital gap at 10.5 eV. For the LUMO energy, the calculation gives 0.1 eV. As for the structure (SMILES): O=Cc1cnn[nH]1.

natural (NBO) population analysis, charges in e, atoms 1 to 8: 0.135, 0.399, -0.003, -0.304, 0.222, 0.427, -0.515, -0.076

---

2.
Here is an isolated molecule of C3H3N3O from OMol25. Energies are from the ωB97M-V functional and the def2-TZVPD basis.

Geometry as XYZ:
```
10
C3H3N3O (the ωB97M-V functional and the def2-TZVPD basis)
C 1.136 -1.514 0.278
H -1.897 1.206 -0.243
N 0.876 1.672 -0.321
C -1.094 -0.755 -0.269
O 2.272 -1.551 0.561
N -0.029 -1.625 -0.036
N 0.107 1.177 0.518
H -1.991 -1.235 -0.641
H 1.665 2.066 0.216
C -1.045 0.559 -0.064
```

For the energy above the lowest of the compared OMol25 structures with the same formula, charge and spin, the calculation gives 226.1 kJ/mol. The value obtained for the molar mass is 97.08 g mol⁻¹. As for the highest occupied orbital energy: -9.2 eV. The calculated total energy comes out at -9675.11076 eV. The calculation puts the orbital gap at 9.5 eV. For the LUMO energy, the calculation gives 0.3 eV. As for the structure (SMILES): [H]/N=N/C=C\N=C=O.

natural (NBO) population analysis, charges in e, atoms 1 to 8: 0.886, 0.225, -0.285, -0.038, -0.497, -0.564, -0.151, 0.219

---

3.
Here is an isolated molecule of C3H3N3O at a distorted geometry from OMol25. Energies are from the ωB97M-V functional and the def2-TZVPD basis.

Geometry as XYZ:
```
10
C3H3N3O (the ωB97M-V functional and the def2-TZVPD basis)
C -0.566 -1.273 -0.135
H 2.108 -1.236 0.064
H 0.875 1.963 0.089
H -1.343 -1.836 -0.644
N -2.244 1.647 -0.021
C 0.139 1.176 0.032
N -1.116 1.486 0.005
O 1.771 -0.468 -0.417
C 0.461 -0.271 -0.008
N -0.085 -1.188 1.036
```

For the energy above the lowest of the compared OMol25 structures with the same formula, charge and spin, the calculation gives 392.3 kJ/mol. The value obtained for the molar mass is 97.08 g mol⁻¹. As for the highest occupied orbital energy: -8.4 eV. The calculated total energy comes out at -9673.38870 eV. The calculation puts the orbital gap at 9.1 eV. For the LUMO energy, the calculation gives 0.7 eV.

natural (NBO) population analysis, charges in e, atoms 1 to 8: 0.016, 0.483, 0.248, 0.216, -0.010, -0.297, 0.067, -0.693

---

4.
Here is a cluster of 2 separate species, C3H3N3O in total at a distorted geometry from OMol25. Energies are from the ωB97M-V functional and the def2-TZVPD basis.

Geometry as XYZ:
```
10
C3H3N3O (the ωB97M-V functional and the def2-TZVPD basis)
C 0.289 1.447 0.624
N -0.207 -2.091 0.496
H -0.605 -2.426 -0.381
H -1.549 0.602 1.599
N 1.430 0.078 -2.594
H -0.060 2.036 -0.238
C -0.646 0.344 1.050
N 0.657 -0.702 -2.499
C -0.437 -0.913 0.739
O 1.343 1.715 1.141
```

For the energy above the lowest of the compared OMol25 structures with the same formula, charge and spin, the calculation gives 116.8 kJ/mol. The value obtained for the molar mass is 97.08 g mol⁻¹. As for the highest occupied orbital energy: -9.6 eV. The calculated total energy comes out at -9676.24420 eV. The calculation puts the orbital gap at 10.3 eV. For the LUMO energy, the calculation gives 0.7 eV. As for the structure (SMILES): N=C=CC=O.N#N.

natural (NBO) population analysis, charges in e, atoms 1 to 8: 0.432, -0.611, 0.384, 0.267, 0.017, 0.113, -0.558, -0.015

---

5.
Here is a cluster of 2 separate species, C3H3N3O in total at a distorted geometry from OMol25. Energies are from the ωB97M-V functional and the def2-TZVPD basis.

Geometry as XYZ:
```
10
C3H3N3O (the ωB97M-V functional and the def2-TZVPD basis)
O 0.559 -0.103 1.168
N -2.460 2.088 -0.429
H 1.945 1.090 0.465
N -1.301 -1.996 -1.045
H 2.093 -0.786 -0.152
C -0.913 -1.360 -0.190
N -0.622 -0.697 0.891
C 1.477 0.057 0.083
H 1.011 0.423 -0.821
C -1.791 1.283 0.030
```

For the energy above the lowest of the compared OMol25 structures with the same formula, charge and spin, the calculation gives 790.0 kJ/mol. The value obtained for the molar mass is 97.08 g mol⁻¹. As for the highest occupied orbital energy (spin up / spin down): -11.9 / -10.8 eV. The calculated total energy comes out at -9669.26650 eV. The calculation puts the orbital gap (spin up / spin down) at 9.0 / 7.2 eV. For the LUMO energy (spin up / spin down), the calculation gives -2.9 / -3.6 eV.

natural (NBO) population analysis, charges in e, atoms 1 to 8: -0.234, -0.446, 0.235, -0.209, 0.219, 0.292, 0.000, -0.317

---

6.
Here is an isolated molecule of C3H3N3O2 at a distorted geometry from OMol25. Energies are from the ωB97M-V functional and the def2-TZVPD basis.

Geometry as XYZ:
```
11
C3H3N3O2 (the ωB97M-V functional and the def2-TZVPD basis)
N -1.206 0.567 -3.188
C -0.641 0.638 -0.516
H -1.038 1.652 -0.417
O -1.335 -0.186 0.323
H -0.691 -1.509 1.656
H 2.689 0.014 1.301
N -0.338 -1.178 0.637
C 0.901 -0.390 0.768
O 0.580 0.727 0.014
C -0.849 0.375 -2.004
N 1.929 -0.710 1.427
```

For the energy above the lowest of the compared OMol25 structures with the same formula, charge and spin, the calculation gives 496.3 kJ/mol. The value obtained for the molar mass is 113.08 g mol⁻¹. As for the highest occupied orbital energy: -10.5 eV. The calculated total energy comes out at -11720.81341 eV. The calculation puts the orbital gap at 10.7 eV. For the LUMO energy, the calculation gives 0.3 eV. As for the structure (SMILES): [H]/N=C1/NO[C@H](C#N)O1.

natural (NBO) population analysis, charges in e, atoms 1 to 8: -0.265, 0.292, 0.223, -0.355, 0.401, 0.375, -0.356, 0.646

---

7.
Here is an isolated molecule of C3H3N3O2 at a distorted geometry from OMol25. Energies are from the ωB97M-V functional and the def2-TZVPD basis.

Geometry as XYZ:
```
11
C3H3N3O2 (the ωB97M-V functional and the def2-TZVPD basis)
O -0.103 1.907 -0.013
C -0.342 -0.546 -0.004
C 1.925 -0.743 0.131
C 0.360 0.784 -0.089
N 0.771 -1.525 -0.127
H 2.995 -0.932 0.401
H -2.062 0.894 0.294
N -1.574 -0.968 -0.001
N 1.728 0.598 -0.097
H 2.707 0.963 0.354
O -2.618 0.014 0.050
```

For the energy above the lowest of the compared OMol25 structures with the same formula, charge and spin, the calculation gives 528.3 kJ/mol. The value obtained for the molar mass is 113.08 g mol⁻¹. As for the highest occupied orbital energy: -9.4 eV. The calculated total energy comes out at -11720.48175 eV. The calculation puts the orbital gap at 8.3 eV. For the LUMO energy, the calculation gives -1.1 eV. As for the structure (SMILES): O=C1NC=N/C1=N/O.

natural (NBO) population analysis, charges in e, atoms 1 to 8: -0.533, 0.150, 0.261, 0.600, -0.454, 0.205, 0.477, -0.010

---

8.
Here is an isolated molecule of C3H3N3O2 at a distorted geometry from OMol25. Energies are from the ωB97M-V functional and the def2-TZVPD basis.

Geometry as XYZ:
```
11
C3H3N3O2 (the ωB97M-V functional and the def2-TZVPD basis)
C -0.876 0.211 0.062
C 0.666 0.582 -0.211
N -0.799 -1.099 0.205
H 2.033 1.744 -0.779
O 0.964 -2.529 0.491
N -1.815 1.010 0.341
N 1.102 1.776 -0.345
C 0.538 -1.434 0.167
O 1.273 -0.546 -0.620
H -1.540 1.987 0.173
H -1.546 -1.701 0.517
```

For the energy above the lowest of the compared OMol25 structures with the same formula, charge and spin, the calculation gives 182.5 kJ/mol. The value obtained for the molar mass is 113.08 g mol⁻¹. As for the highest occupied orbital energy: -10.6 eV. The calculated total energy comes out at -11724.06525 eV. The calculation puts the orbital gap at 10.8 eV. For the LUMO energy, the calculation gives 0.2 eV. As for the structure (SMILES): [H]/N=C1\OC(=O)N\C1=N\[H].

natural (NBO) population analysis, charges in e, atoms 1 to 8: 0.371, 0.446, -0.619, 0.359, -0.533, -0.637, -0.619, 0.859

---

9.
Here is an isolated molecule of C3H3N3O2 at a distorted geometry from OMol25. Energies are from the ωB97M-V functional and the def2-TZVPD basis.

Geometry as XYZ:
```
11
C3H3N3O2 (the ωB97M-V functional and the def2-TZVPD basis)
H -1.456 0.339 -2.740
O -0.665 0.885 -1.152
C 1.056 -0.325 1.583
C -1.336 -0.291 -1.744
N 1.512 0.336 -0.537
H 1.254 -0.822 2.682
N 0.189 0.696 -0.168
N 2.062 -0.146 0.551
C -0.112 0.145 1.133
H -1.012 0.595 1.762
O -1.491 -1.413 -1.371
```

For the energy above the lowest of the compared OMol25 structures with the same formula, charge and spin, the calculation gives 574.3 kJ/mol. The value obtained for the molar mass is 113.08 g mol⁻¹. As for the highest occupied orbital energy: -10.1 eV. The calculated total energy comes out at -11720.00533 eV. The calculation puts the orbital gap at 10.7 eV. For the LUMO energy, the calculation gives 0.6 eV. As for the structure (SMILES): O=COn1ccnn1.

natural (NBO) population analysis, charges in e, atoms 1 to 8: 0.156, -0.369, -0.133, 0.649, -0.025, 0.246, 0.035, -0.211

---

10.
Here is an isolated molecule of C3H3N3O2 at a distorted geometry from OMol25. Energies are from the ωB97M-V functional and the def2-TZVPD basis.

Geometry as XYZ:
```
11
C3H3N3O2 (the ωB97M-V functional and the def2-TZVPD basis)
C 0.122 -0.481 -0.161
H 3.351 -0.881 -0.217
N -1.080 -1.129 -0.076
H -3.110 -0.473 0.236
H -1.761 1.643 0.837
N -1.526 1.043 -0.244
O -0.169 0.841 -0.234
N 1.287 -1.000 -0.033
O 2.507 0.914 0.042
C 2.400 -0.243 -0.141
C -2.021 -0.234 -0.008
```

For the energy above the lowest of the compared OMol25 structures with the same formula, charge and spin, the calculation gives 437.2 kJ/mol. The value obtained for the molar mass is 113.08 g mol⁻¹. As for the highest occupied orbital energy: -9.8 eV. The calculated total energy comes out at -11721.42573 eV. The calculation puts the orbital gap at 9.2 eV. For the LUMO energy, the calculation gives -0.6 eV. As for the structure (SMILES): O=C/N=c1/nc[nH]o1.

natural (NBO) population analysis, charges in e, atoms 1 to 8: 0.687, 0.100, -0.472, 0.236, 0.390, -0.264, -0.306, -0.592